Entry 1:
The following is a DFT calculation (ωB97M-V/def2-TZVPD) of an isolated molecule of C4H4BrClN2O2 at a distorted geometry.

Output
- SMILES = O=C1C[C@@](Cl)(Br)NC(=O)N1
- LUMO (eV) = 0.07
- HOMO-LUMO gap (Ha) = 0.3867
- HOMO level (eV) = -10.45
- total energy (eV) = -93852.95464

Structure (ORCA input):
```
! wB97M-V def2-TZVPD RIJCOSX def2/J DEFGRID3
* xyz 0 1
C 1.055 1.068 0.171
C 0.774 -1.491 -0.059
C -0.469 1.276 -0.295
C -1.251 0.075 0.122
N 1.457 -0.231 0.080
N -0.555 -1.348 -0.358
O 1.773 1.950 0.558
O 1.501 -2.458 -0.103
Cl -1.472 0.176 1.977
Br -3.001 0.070 -0.711
H -0.794 2.292 0.139
H -0.443 1.386 -1.359
H 2.467 -0.606 0.203
H -1.043 -2.159 -0.365
*
```

Entry 2:
The following is a DFT calculation (ωB97M-V/def2-TZVPD) of a cluster of 2 separate species, C4H11N3O in total at a distorted geometry.

Output
- LUMO (spin up / spin down) (eV) = -0.09 / -0.51
- HOMO-LUMO gap (spin up / spin down) (Ha) = 0.3070 / 0.2786
- HOMO level (spin up / spin down) (eV) = -8.45 / -8.09
- total energy (eV) = -10839.44054

Structure (ORCA input):
```
! wB97M-V def2-TZVPD RIJCOSX def2/J DEFGRID3
* xyz 0 1
C -0.142 -2.113 0.313
N -1.819 0.163 0.681
C -0.115 -0.734 -0.311
N -2.376 0.905 -0.265
O -0.425 -0.608 -1.492
H -1.826 0.634 1.586
H -2.215 0.517 -1.197
H -2.279 1.917 -0.242
H -1.114 -2.573 0.133
H 0.108 -2.056 1.372
H 0.595 -2.749 -0.183
C 1.263 1.576 -0.559
C 1.114 0.351 0.354
N 2.291 -0.311 0.626
H 2.393 -1.244 0.216
H 0.654 0.702 1.298
H 1.978 2.271 -0.120
H 1.609 1.260 -1.544
H 0.308 2.093 -0.665
*
```

How do the records compare in energy above the lowest of the compared OMol25 structures with the same formula, charge and spin? In the order shown, they have 0.0; 556.8 kJ/mol.